Record 1
Below is a molecular structure, C24H23BCrN2O2 in a non-equilibrium geometry, with properties calculated with the ωB97M-V functional and the def2-TZVPD basis.

Each line ends with the Löwdin charge.
Geometry (Å):
C 0.4523 1.5734 2.1522  -0.3436
C -3.2566 1.5424 1.5182  -0.0868
H -0.4586 3.1639 1.0822  0.0677
C 1.5178 -3.2723 -0.3530  -0.0083
H -5.7785 3.8426 1.4233  0.0566
C 3.7924 -0.7378 -5.5234  -0.1514
H -0.5751 1.1791 3.9444  0.0833
C -4.3314 2.3105 1.9341  -0.1588
H -4.7085 2.1768 2.9453  0.0758
H 1.9707 -2.3192 -0.6155  0.0544
C -3.3326 2.6311 -0.6270  -0.0904
H 1.7455 -4.0044 -1.1347  0.0733
O 0.4014 0.4334 -3.5658  0.0650
N -0.5614 -1.9252 -0.1599  0.0365
C 2.7348 -0.2976 -6.3040  -0.1504
C 1.4365 0.0888 -4.3373  -0.2654
C -4.9377 3.2446 1.0920  -0.1829
H 0.3386 -1.1882 4.1872  0.0534
C 1.4349 -1.0558 2.3587  -0.1899
H 4.5083 -1.1119 -3.5029  0.0998
C -0.0097 2.9968 2.0658  -0.0794
H -3.0053 -4.1456 -0.2723  0.0869
H 1.9043 1.8143 0.5356  0.0872
C -1.5488 0.9369 -0.1851  -0.1588
H -2.6357 -1.3964 -0.1090  0.0908
H 4.7114 -1.0595 -6.0001  0.0746
H -2.9353 2.7663 -1.6268  0.0928
H -0.7511 3.2284 2.8340  0.0649
C 1.5343 0.1238 -5.7056  -0.0317
C 3.6874 -0.7702 -4.1232  -0.0325
C -1.9344 -2.2105 -0.1765  -0.0901
C 1.2974 1.0861 1.0653  -0.2461
H -4.8545 4.0962 -0.8856  0.0735
H -2.8000 0.8300 2.1968  0.0904
C 0.6137 -0.5790 3.3338  -0.1583
C -2.1123 -3.5441 -0.2663  -0.1201
C -2.6852 1.6744 0.2138  -0.3634
H 0.6964 0.4681 -6.3010  0.1019
C 2.5106 -0.3566 -3.5411  -0.2804
N -0.8410 -4.1165 -0.2451  0.0609
H 0.8383 3.6838 2.1775  0.0655
H 1.9386 -3.6239 0.5904  0.0715
H 2.5531 -0.6490 0.5397  0.0674
C 0.0494 -3.0684 -0.2421  -0.3812
Cr -0.0282 0.1002 -0.2456  0.3943
H 1.8498 -2.0587 2.4624  0.0760
B 0.7129 0.1885 -2.1427  -0.3252
H -0.6261 -4.9453 -0.7730  0.1274
C -4.4117 3.3785 -0.1992  -0.1638
O 2.1758 -0.3065 -2.2576  0.0201
H 2.8333 -0.2791 -7.3831  0.0739
C 0.1046 0.7811 3.1940  -0.1106
C 1.7725 -0.2981 1.2049  -0.2161

Output
total charge	-2
HOMO level (spin up / spin down)	1.29 / 1.67	eV
frontier orbital gap (spin up / spin down)	3.51 / 3.19	eV

---

Record 2
Below is a molecular structure, C24H23BN8NaSi, with properties calculated with the ωB97M-V functional and the def2-TZVPD basis.

Each line ends with the Löwdin charge.
Geometry (Å):
C 3.5307 4.6738 2.7885  -0.0866
C -0.9759 2.3976 -1.2247  -0.1786
N -0.6478 -1.8469 -1.3114  0.0105
H -1.4411 0.6139 2.0313  0.0926
H -3.4795 0.4703 -1.9963  0.0973
C 2.1280 -0.5945 -4.3849  -0.1461
C -3.1791 -3.2634 -4.4242  -0.0664
N 1.4703 -0.7024 -3.2382  -0.0033
C -1.0687 0.1124 2.9186  -0.1182
Na 1.5212 0.1181 -1.2083  0.3939
H -0.9617 -0.8866 -5.3533  0.1257
H 5.1317 5.0828 4.1566  0.1027
C -3.9874 -2.1245 -4.2505  -0.1583
H -1.0879 -3.4898 -3.6673  0.1328
C 3.5212 2.1177 3.8645  -0.1110
Si 1.3768 1.2227 2.1335  0.8776
C -1.4664 -2.7499 -0.7292  -0.0713
N -3.3520 -1.1819 -3.5764  0.0687
B -1.0037 -0.9649 -2.5461  -0.6442
C 4.4187 3.0642 4.3315  -0.0877
H 3.2013 -0.4843 -4.3801  0.1012
N 0.1681 -0.8404 -3.5556  0.0042
H -2.4358 -2.9839 -1.1347  0.1232
H 3.5278 5.6715 2.3681  0.1036
H -3.1036 2.9827 -0.9389  0.0890
C 0.7345 -0.4562 4.3985  -0.1097
C 4.4279 4.3442 3.7951  -0.0861
H 1.4798 -0.5906 -6.5239  0.0906
C -2.5751 1.0000 -1.7651  -0.0714
H -1.2083 -3.9759 1.0885  0.0917
C 2.6047 2.4316 2.8569  -0.3516
C 1.2506 -0.6488 -5.4742  -0.0574
C -0.1385 -1.2037 5.1721  -0.0885
C -2.3672 2.2619 -1.2490  -0.0631
H 1.7793 -0.4021 4.6830  0.0875
H 1.9336 3.9992 1.5416  0.0883
N -0.3791 1.3074 -1.6881  0.0182
N -1.3716 0.4531 -2.0350  0.0152
H 5.1193 2.8033 5.1147  0.1035
H -3.4218 -4.1830 -4.9280  0.0888
H 0.2273 -1.7232 6.0490  0.1026
H -2.1602 -1.8835 5.4220  0.1022
C 2.6326 3.7265 2.3251  -0.1265
C 0.2828 0.2253 3.2651  -0.3511
C 0.3828 -2.5606 0.4276  -0.1505
C 0.0105 -0.8061 -4.8980  -0.0661
C -0.8393 -3.2408 0.3948  -0.0576
N -2.1349 -1.6832 -3.2895  -0.0441
H 0.5095 1.9285 1.1657  -0.0378
H -4.9941 -1.9493 -4.5953  0.0968
C -1.9412 -0.6379 3.6895  -0.0811
H -2.9838 -0.7108 3.4077  0.1052
N 0.4889 -1.7243 -0.5969  0.0073
C -1.4781 -1.2963 4.8207  -0.0844
H 3.5356 1.1225 4.2943  0.0890
C -2.0066 -2.9388 -3.7904  -0.1107
H 1.1818 -2.6441 1.1481  0.1033
H -0.3869 3.2414 -0.8994  0.0964

Output
⟨S²⟩	0.7567
total charge	0
HOMO level (spin up / spin down)	-7.31 / -8.84	eV
frontier orbital gap (spin up / spin down)	7.40 / 7.55	eV
2S+1	2

---

Record 3
Below is a gas-phase ion, C24H23Br2N2O (charge +1) in a non-equilibrium geometry, with properties calculated with the ωB97M-V functional and the def2-TZVPD basis.

Each line ends with the Löwdin charge.
Geometry (Å):
C 1.0339 7.5139 0.1051  -0.1704
H 0.9438 5.3775 -0.0708  0.1168
C 0.3437 6.1803 0.3700  -0.1234
H -1.6004 9.4512 -0.2043  0.1386
C -4.9476 0.7409 -3.6292  -0.0952
C -2.4989 -0.0520 0.5802  -0.0409
C -1.4116 2.5083 -0.7313  0.0295
H -2.8979 -0.3951 4.5671  0.1159
C -4.0141 -0.0088 -4.3637  -0.6723
Br -0.3551 -4.6305 5.4198  0.7738
C -2.3900 -1.2519 4.1187  -0.0263
C -2.5515 -0.0876 -2.4240  -0.0349
H -0.8798 8.4378 -1.5302  0.1359
N -1.0021 6.1266 -0.1920  -0.0765
H -1.6062 -0.3698 -1.9571  0.1063
H 1.4496 7.4923 -0.9210  0.1327
C -1.6953 -2.4664 2.1289  -0.0180
H -5.3739 1.6764 -1.7242  0.1222
H -4.2914 3.0584 0.8010  0.1502
H -2.7438 7.2101 -0.6146  0.1362
C -1.2166 -3.3559 4.3344  -0.6855
C -2.8097 -0.4054 -3.7688  -0.0946
H 0.0932 3.9211 -1.2370  0.1289
C -2.2624 -1.3050 2.7088  -0.2256
C -1.5946 4.8672 -0.2321  -0.1788
H -2.1287 7.4306 1.0707  0.1419
O 0.1721 8.6414 0.2764  -0.1253
C -1.8697 -2.2577 4.9279  -0.1096
C -0.8792 3.7799 -0.7746  0.0515
C -3.3328 3.3223 0.3487  0.0064
H 0.3111 6.0461 1.4710  0.1439
H 1.8392 7.6649 0.8414  0.1386
H -1.9381 -2.1827 6.0106  0.1064
H -2.0704 -0.9637 -4.3347  0.1082
C -3.5032 0.6076 -1.6842  -0.1885
C -1.0563 8.5249 -0.4414  -0.1734
N -2.6322 2.2932 -0.1668  -0.0057
H -1.6700 -2.5603 1.0408  0.1119
H -4.2449 1.0603 0.2578  0.1446
C -2.8811 4.6236 0.2824  0.0497
C -2.7203 -0.1925 1.9066  -0.0315
Br -4.4043 -0.5337 -6.1439  0.7701
H -3.2362 0.6140 2.4428  0.1256
H -0.7188 -4.3573 2.4769  0.1062
C -1.8446 7.3005 0.0083  -0.1381
H -3.5155 5.4026 0.6984  0.1241
C -3.2610 0.9543 -0.2207  -0.2328
C -1.1777 -3.4836 2.9341  -0.1065
H -0.8988 1.6410 -1.1536  0.1445
H -5.8721 1.0632 -4.0932  0.1075
H -1.7129 -0.6178 0.0664  0.1043
C -4.6706 1.0652 -2.2971  -0.0186

Output
SMILES	Brc1ccc(/C=C/[C@H](c2ccc(Br)cc2)[n+]2ccc(N3CCOCC3)cc2)cc1
total charge	+1
HOMO level	-10.86	eV
frontier orbital gap	7.38	eV

---

Record 4
Below is a molecular structure, C24H23BrN6O5Os in a non-equilibrium geometry, with properties calculated with the ωB97M-V functional and the def2-TZVPD basis.

Each line ends with the Löwdin charge.
Geometry (Å):
C -1.7754 2.2891 0.6283  -0.5486
C 0.7234 0.1295 -5.0896  -0.0106
H 5.7875 -0.4736 0.4871  0.1467
C 0.4459 -3.5282 -1.9736  0.0120
H -2.3864 -0.7913 0.5048  0.0953
C 4.7173 -0.3180 0.4414  0.0617
C 0.5518 -1.7530 -3.5840  -0.1155
C 0.4170 1.0132 -4.0294  0.0386
H -1.2288 1.4615 -1.6955  0.1302
N 3.8793 -3.0048 2.6837  0.1999
H 2.3372 1.8086 -0.6443  0.1173
H -1.5746 -2.1874 0.2101  0.0836
C -5.1048 3.9333 0.9538  -0.6620
O 0.5287 -1.0532 4.0159  0.1541
H 0.9842 -1.8982 -5.6945  0.1373
H 0.4923 -4.5714 -1.6964  0.1326
Br -6.9004 3.7272 0.4518  0.8221
O 5.3434 -3.0970 0.9417  0.1098
H -1.5103 4.5531 2.0460  0.1328
H -4.4242 2.1658 -0.0435  0.1181
C 0.7669 -1.2207 -4.8792  0.0240
O -0.5671 2.6227 0.5445  -0.0141
N -1.6249 -1.3861 0.8266  0.0026
N 0.1324 -1.2721 -1.2353  -0.0257
H 1.8128 -1.8096 1.2861  0.1157
H 4.7987 1.5932 -0.5459  0.1301
H -5.4460 5.7469 2.0747  0.1211
H 0.2173 2.1842 -1.6076  0.1251
C 2.7962 0.9327 -0.2025  -0.0809
H 4.2784 -3.8280 3.1080  0.1306
C -1.7001 -0.7350 3.2120  -0.0738
N -0.2263 1.2659 -1.6341  0.0116
C -2.5283 4.3571 1.7312  -0.0505
O 0.2564 0.1604 2.1876  -0.2373
C 4.4501 -2.5505 1.5443  -0.5032
H -2.1962 0.1799 2.8884  0.1222
C 0.2352 -2.5672 -0.9776  -0.1083
C 4.1708 0.8141 -0.1387  0.0090
C 0.1833 0.5033 -2.7882  -0.2142
O -2.0501 1.0444 0.4014  -0.1748
H 0.7714 -3.8500 -4.0609  0.1450
C -1.9364 -1.8483 2.2075  -0.1509
N 1.9765 -0.0115 0.2786  -0.1111
C 0.2831 -0.8593 -2.5318  -0.1489
N -3.4568 5.2220 2.1087  0.1074
C -4.1529 3.0184 0.5648  -0.0448
C 2.5070 -1.0866 0.8810  -0.0586
H 0.1596 -2.8749 0.0560  0.1166
H 3.2604 -2.4383 3.2405  0.1090
H -2.9782 -2.1683 2.2613  0.1430
H 0.3539 2.0788 -4.2154  0.1377
C 3.8663 -1.2759 0.9814  -0.0808
Os -0.0960 0.2759 0.2909  1.7244
C 0.6002 -3.1273 -3.2729  0.0597
H 0.9046 0.5347 -6.0750  0.1300
H -2.0462 -1.0183 4.2026  0.1459
C -2.8351 3.2318 0.9666  -0.1247
H -1.3120 -2.7108 2.4413  0.1382
C -0.2170 -0.5535 3.2262  -0.5740
C -4.7158 5.0206 1.7389  -0.1280

Output
total charge	+2
HOMO level	-14.02	eV
frontier orbital gap	6.06	eV

---

Record 5
Below is C24H23ClN2 in the gas phase in a non-equilibrium geometry, with properties calculated with the ωB97M-V functional and the def2-TZVPD basis.

Each line ends with the Löwdin charge.
Geometry (Å):
H -6.7008 -0.6325 2.3079  0.1117
C 2.2671 1.7739 -1.6978  -0.2722
H 5.9256 1.6724 -3.7475  0.1037
H -0.2276 1.9404 -1.8056  0.0962
H 4.0750 2.8044 -2.3102  0.1221
C -5.7177 -0.5393 1.8637  -0.0207
H -4.1478 -1.3703 -1.0049  0.1047
C 3.7694 1.7832 -1.9437  -0.2170
H -1.8765 2.1790 4.3405  0.1005
H 7.2099 -0.4661 -4.3206  0.0691
N 1.9921 0.7191 -0.7263  0.0693
H -2.2224 -2.6667 1.4522  0.1142
H 4.2850 1.6107 -0.9947  0.1056
C 4.1883 0.6753 -2.9362  -0.2404
H 2.4201 -1.3219 0.6912  0.1031
C 1.4133 -1.6348 0.8735  0.0056
H 3.8819 -0.2964 -2.5629  0.1056
C 0.7453 0.3716 -0.5057  -0.2345
H 5.5268 -0.5428 -5.0042  0.0823
C 6.1348 -0.4559 -4.0637  -0.1318
Cl -0.5223 -4.6931 2.5704  0.6686
H 6.2387 0.7132 -2.2566  0.1121
H -2.5145 1.2453 -1.2309  0.1324
C -2.6232 1.6198 3.8012  -0.0658
C -0.1636 -3.2005 1.7607  -0.6639
C -3.8824 1.5488 4.3825  -0.0719
C -1.1901 -2.3648 1.2536  -0.0033
C -5.5254 -1.0882 0.6170  -0.0741
H 5.9419 -1.3541 -3.4887  0.0597
H -1.4132 0.9440 2.1109  0.1027
H 1.7261 1.6426 -2.6630  0.1176
C 1.1507 -2.8250 1.5747  -0.1041
N -1.9466 -0.3537 0.0526  -0.0256
H -4.0424 2.0742 5.3255  0.1059
C -0.3855 1.0993 -1.1225  0.0006
H 3.6950 0.7963 -3.9267  0.1177
C -2.3673 0.9564 2.5865  0.0229
H 1.9843 -3.4197 1.9208  0.1038
H -6.2771 -1.7261 0.1696  0.1044
H -5.8265 0.6817 4.2609  0.0970
C 5.6900 0.7442 -3.2200  -0.2880
C -4.8871 0.7626 3.7845  -0.0158
C -4.2934 -0.9583 -0.0450  0.0167
C -0.8966 -1.1866 0.5097  -0.1440
C -3.2247 -0.3544 0.6611  -0.1850
C -4.6828 0.1880 2.5227  -0.1725
C -1.6632 0.7107 -0.8123  -0.0260
C -3.4202 0.2804 1.9172  -0.1071
H 1.9663 2.7209 -1.2513  0.1108
C 0.4134 -0.8069 0.3299  -0.1031

Output
SMILES	CCCCC/N=c1\ccn(-c2cccc3ccccc23)c2cc(Cl)ccc12
total charge	0
HOMO level	-7.82	eV
frontier orbital gap	7.75	eV

---

Record 6
Below is a molecular structure, C24H23F2N4ReSe, with properties calculated with the ωB97M-V functional and the def2-TZVPD basis.

Each line ends with the Löwdin charge.
Geometry (Å):
N -0.3609 0.2805 -3.6279  -0.0483
C -1.7586 3.8762 3.6738  0.1606
C -0.3282 3.2149 1.8314  -0.0055
H 4.2118 1.3151 3.0298  0.1015
H 0.8598 1.5425 -4.7550  0.1215
N 1.5498 0.0171 1.1570  0.0826
H 0.9538 1.7911 -3.0071  0.0671
C 2.6517 -0.2077 1.4294  -0.0137
C -2.8236 -2.0129 -4.8255  0.0254
C -3.7002 -1.6637 3.3932  0.0536
C 0.8757 1.0417 -3.7891  0.0252
C -2.0606 -1.0996 -4.1051  -0.1519
C 4.3215 0.2353 3.1229  -0.0026
C -2.2977 2.5955 3.6957  -0.1841
H -3.1081 -0.5199 -2.3328  0.1751
C -1.8798 1.6083 2.8180  -0.1033
H 5.3567 0.0229 3.3875  0.1136
F -0.2577 5.3703 2.7076  0.1544
C -2.1672 -1.8191 1.5940  -0.0756
C 4.0265 -0.4871 1.7938  -0.5639
H 4.7261 -0.4621 -0.2880  0.0980
Se -1.2159 1.6061 -1.1734  0.9173
C -3.0990 -2.4243 2.3881  0.0037
H 3.9921 -2.5279 0.9874  0.0997
H -2.1016 4.6315 4.3700  0.1656
H -0.6954 -2.2990 -7.4594  0.1308
H 5.2054 -2.2177 2.2287  0.1139
C 4.9140 0.0588 0.6499  -0.0029
C -1.2385 0.3538 -2.6263  -0.5907
C -3.3466 -0.3346 3.5789  0.0630
C -1.0582 -1.9454 -6.5042  -0.0150
H 5.9514 -0.1178 0.9323  0.1142
C -0.7771 4.1620 2.7378  -0.2403
H -3.7791 -2.3748 -4.4715  0.1307
C -2.2968 -2.4214 -6.0310  -0.0165
H 3.6857 -0.1285 3.9292  0.1018
C -2.3923 0.2413 2.7578  -0.1517
Re -0.3940 0.3973 0.6844  1.1640
H 1.7309 0.3698 -3.7455  0.1156
H 4.7803 1.1314 0.5140  0.1003
N -2.2658 -0.4675 -2.8866  0.1431
N -1.8101 -0.5163 1.7616  -0.1139
C -0.8647 1.9268 1.8632  -0.3225
H -1.6606 -2.3515 0.7975  0.1259
H -2.8503 -3.1249 -6.6374  0.1308
H -3.8088 0.2453 4.3608  0.1338
H 0.6436 -0.6763 -6.1656  0.1297
C -0.8356 -0.6234 -4.5743  -0.1373
H 0.4443 3.4981 1.1258  0.1265
C -0.3027 -1.0412 -5.7912  0.0292
F -3.2401 2.3412 4.5903  0.1404
H 3.5198 -2.4173 2.7028  0.1009
H -4.4462 -2.1135 4.0364  0.1462
C 4.1767 -2.0171 1.9314  -0.0033
H -3.3557 -3.4624 2.2343  0.1371

Output
⟨S²⟩	0.7882
total charge	+3
HOMO level (spin up / spin down)	-17.17 / -17.18	eV
frontier orbital gap (spin up / spin down)	5.86 / 5.75	eV
2S+1	2

---

Number 1: E -2257.506661 Ha. Number 2: E -1843.152802 Ha. Number 3: E -6260.873180 Ha. Number 4: E -4297.310603 Ha. Number 5: E -1498.042697 Ha. Number 6: E -3825.828526 Ha.